Formula: C24H52InO6
Source: the Open Molecules 2025 dataset
Level of theory: the ωB97M-V functional and the def2-TZVPD basis

The geometry in ORCA input format:
```
! wB97M-V def2-TZVPD RIJCOSX def2/J DEFGRID3
* xyz -1 1
C 1.3638 -0.3247 2.6445
C 0.6862 -1.6073 2.1193
C 0.6340 -1.7443 0.5869
C 1.8356 -1.1722 -0.2010
O 2.2163 -2.0341 -1.2238
In 2.1883 -1.3200 -3.1880
H 1.4271 0.4506 1.8826
H 2.3550 -0.5443 3.0432
H 0.7922 0.0903 3.4790
H -0.3411 -1.6180 2.4974
H 1.1643 -2.4867 2.5571
H 0.6126 -2.8026 0.3148
H -0.3049 -1.3186 0.2189
H 1.5578 -0.1767 -0.5894
H 2.6754 -1.0132 0.5005
H 1.0990 0.0469 -3.3023
H 1.5995 -2.6760 -4.1833
H 3.7983 -0.8194 -3.7558
C -3.9188 0.9992 -2.5685
C -3.7781 1.5070 -4.0036
C -2.2643 1.6753 -4.1149
O -1.6916 0.6864 -3.2767
C -2.6909 0.1015 -2.4453
H -4.8487 0.4630 -2.3799
H -3.8551 1.8349 -1.8670
H -4.1273 0.7469 -4.7062
H -4.3215 2.4316 -4.2009
H -1.9548 2.6712 -3.7718
H -1.8892 1.5348 -5.1312
H -2.9087 -0.9130 -2.7879
H -2.3022 0.0346 -1.4281
C 4.3197 0.3567 6.5785
C 4.8704 1.6947 6.0855
C 3.7344 2.1762 5.1909
O 2.5328 1.6624 5.7641
C 2.8403 0.6805 6.7503
H 4.7812 0.0034 7.4999
H 4.4522 -0.4089 5.8119
H 5.0135 2.3790 6.9248
H 5.8145 1.6073 5.5497
H 3.8401 1.7822 4.1750
H 3.6609 3.2630 5.1332
H 2.6383 1.0929 7.7460
H 2.1914 -0.1833 6.5963
C -1.3143 -5.0188 -1.9991
C -2.5907 -5.5581 -1.3548
C -3.2623 -4.2697 -0.8923
O -2.8862 -3.2630 -1.8251
C -1.8131 -3.7392 -2.6532
H -0.8593 -5.7008 -2.7155
H -0.5706 -4.7801 -1.2369
H -3.2101 -6.0618 -2.1013
H -2.4098 -6.2532 -0.5349
H -2.9131 -3.9846 0.1073
H -4.3526 -4.3379 -0.8690
H -2.2054 -3.9277 -3.6586
H -1.0388 -2.9771 -2.7184
C 1.6451 2.2067 -6.5444
C 0.4131 2.3418 -7.4364
C 1.0154 2.9419 -8.7013
O 2.3451 2.4372 -8.7926
C 2.7082 1.8049 -7.5555
H 1.5315 1.4784 -5.7419
H 1.8932 3.1712 -6.0951
H -0.0094 1.3563 -7.6437
H -0.3707 2.9660 -7.0077
H 1.0483 4.0367 -8.6378
H 0.4744 2.6683 -9.6097
H 2.7242 0.7205 -7.6988
H 3.7111 2.1304 -7.2791
C -2.3182 2.1237 5.3499
C -1.0067 1.4260 5.7053
C -1.0947 1.3689 7.2236
O -2.4848 1.2634 7.5440
C -3.2691 1.5272 6.3799
H -2.6419 1.9461 4.3254
H -2.2250 3.2020 5.4977
H -0.9945 0.4173 5.2865
H -0.1160 1.9458 5.3572
H -0.6922 2.2826 7.6752
H -0.5711 0.5137 7.6539
H -3.7016 0.5881 6.0171
H -4.0850 2.1976 6.6553
*
```



Formula: C41H59B2ClN3O6
Source: the Open Molecules 2025 dataset
Level of theory: the ωB97M-V functional and the def2-TZVPD basis

The geometry in ORCA input format:
```
! wB97M-V def2-TZVPD RIJCOSX def2/J DEFGRID3
* xyz -1 1
C 2.3438 1.7837 2.1422
C 0.8262 1.6041 2.1990
O 0.3434 0.8647 1.1101
B 0.6973 -0.5673 0.9454
C 1.4723 -0.7029 -0.5007
C 0.7360 -1.5885 -1.4832
N 1.4111 -1.8504 -2.8006
C 0.4209 -2.3359 -3.7637
C -0.1008 -3.7204 -3.3671
C 2.1205 -0.7017 -3.2311
C 1.4377 0.2796 -4.1519
O 3.2542 -0.4831 -2.8465
O 1.4623 -1.1237 2.0767
C 0.8113 -2.0525 2.7927
Cl 0.6254 -1.4004 4.5677
C 1.6949 -3.3060 3.0289
C 2.5646 -3.7121 1.8567
O 3.4552 -3.0136 1.4310
N 2.3370 -5.0492 1.3420
C 3.1993 -5.9870 2.0918
C 2.5508 -5.1003 -0.1061
C -0.5794 -2.2846 2.0858
C -0.7026 -3.7260 1.5890
B -1.9641 -1.8149 2.7463
O -3.0617 -2.6828 2.5854
N -2.2280 -0.5033 3.3378
C -2.5433 0.5375 2.3547
C -3.1924 -0.5467 4.4189
O -0.5717 -1.4036 0.9684
H 2.5937 2.0299 1.1095
H 2.8590 0.8658 2.4303
H 2.6550 2.5720 2.8334
H 0.5232 1.1883 3.1690
H 0.3635 2.5993 2.1281
H 2.4874 -1.0862 -0.3669
H 1.5601 0.3115 -0.8983
H 0.5455 -2.5566 -1.0142
H -0.2513 -1.1482 -1.6872
H 0.8809 -2.3993 -4.7526
H -0.4366 -1.6503 -3.8332
H 0.6603 -4.2604 -2.8037
H -0.3752 -4.2894 -4.2545
H -0.9742 -3.6341 -2.7175
H 2.0017 1.2093 -4.1134
H 0.3934 0.4442 -3.8862
H 1.4698 -0.0834 -5.1833
H 2.3936 -3.0518 3.8287
H 1.0836 -4.1363 3.3734
H 3.5779 -5.5170 3.0025
H 2.6246 -6.8651 2.3891
H 4.0661 -6.2819 1.4985
H 2.9088 -6.0907 -0.3943
H 1.6077 -4.9305 -0.6279
H 3.2785 -4.3622 -0.4499
H 0.2156 -4.0843 1.1285
H -0.9587 -4.4132 2.3980
H -1.4841 -3.7697 0.8278
H -3.3848 -2.6095 1.6797
H -3.6303 0.6628 2.2396
H -2.1273 1.5013 2.6652
H -2.0870 0.3042 1.3945
H -3.3832 0.4631 4.7852
H -4.1588 -0.9837 4.1270
H -2.7983 -1.1366 5.2524
C -4.5462 -2.8385 -0.8528
C -4.3019 -3.9615 -1.6310
C -5.3463 -4.8103 -1.9685
C -6.6341 -4.5355 -1.5284
C -6.8772 -3.4134 -0.7488
C -5.8324 -2.5650 -0.4090
H -3.7284 -2.1752 -0.5928
H -3.2967 -4.1734 -1.9718
H -5.1561 -5.6884 -2.5723
H -7.4486 -5.1985 -1.7912
H -7.8808 -3.2007 -0.4038
H -6.0183 -1.6921 0.2035
C 1.9605 6.3843 -1.3043
C 1.3821 5.1719 -0.9534
C 1.9953 3.9801 -1.3130
C 3.1914 4.0013 -2.0175
C 3.7707 5.2137 -2.3679
C 3.1539 6.4059 -2.0135
H 1.4817 7.3138 -1.0228
H 0.4546 5.1524 -0.3962
H 1.5460 3.0333 -1.0364
H 3.6730 3.0693 -2.2873
H 4.7060 5.2289 -2.9138
H 3.6051 7.3517 -2.2864
C 1.6285 5.4166 -7.2519
C 1.9789 5.2579 -5.9179
C 1.3709 4.2732 -5.1524
C 0.4138 3.4455 -5.7229
C 0.0616 3.6042 -7.0559
C 0.6692 4.5903 -7.8210
H 2.1031 6.1854 -7.8485
H 2.7260 5.9024 -5.4728
H 1.6395 4.1534 -4.1103
H -0.0586 2.6786 -5.1236
H -0.6852 2.9576 -7.4988
H 0.3948 4.7152 -8.8608
C -1.1308 2.3649 6.0546
C 0.1993 2.7548 6.0353
C 0.5298 4.1012 6.0940
C -0.4717 5.0595 6.1764
C -1.8036 4.6698 6.1951
C -2.1324 3.3222 6.1313
H -1.3807 1.3157 5.9940
H 0.9766 2.0050 5.9631
H 1.5688 4.4042 6.0673
H -0.2140 6.1104 6.2190
H -2.5857 5.4165 6.2540
H -3.1717 3.0172 6.1353
*
```



| no. | E (eV) | HOMO-LUMO gap (eV) | LUMO energy (hartree) |
| --- | --- | --- | --- |
| 1 | -43187.11663 | 6.9 | 0.08475 |
| 2 | -74109.89128 | 7.8 | 0.09066 |